202
Properties=species:S:1:pos:R:3 method="wB97M-V/def2-TZVPD" e_homo_ev=-7.18 charge=-1 multiplicity=1 total_energy_ha=-4294.97374 largest_force_ev_per_a=6.6
O 1.81 7.87 0.83
O 0.62 -0.38 1.42
O 1.18 -2.82 6.14
O 2.97 -1.77 -4.96
O -5.03 -2.03 3.39
O 5.08 -1.61 0.21
O 1.06 -6.07 0.34
O -0.63 -1.85 -2.61
O -4.62 1.86 -4.03
O -3.02 -1.66 -0.89
O 0.34 -0.65 -0.95
O 3.91 -2.93 -2.56
O 6.63 2.37 4.14
O -1.66 -0.43 0.28
O -5.20 -5.29 2.38
O -1.38 -5.08 1.10
O -0.01 1.50 0.15
O -2.66 -1.54 4.76
O -9.74 -2.83 -0.98
O -0.23 -2.31 -7.71
O -0.21 2.77 -4.54
O 2.08 -5.59 -2.67
O 4.15 6.57 0.60
O 4.46 2.40 5.94
O -7.55 0.18 -1.72
O 1.95 0.68 2.99
O 5.73 6.37 -1.72
O -1.58 4.33 2.19
O -5.20 -0.66 -3.00
O -1.40 -3.73 -4.95
O 1.16 3.10 1.36
O -1.76 -2.78 2.29
O -4.72 -2.03 -5.22
O 5.34 0.91 -3.88
O 3.69 -2.33 8.96
O -0.70 0.47 -6.36
C 2.05 -0.76 -4.74
C 3.71 -1.46 0.60
C -2.56 0.44 5.93
C 0.97 -3.00 4.81
C 5.91 -4.20 -2.29
C -3.19 2.44 2.16
C 0.73 1.91 1.13
C -2.09 -4.84 -4.36
C -2.04 -0.99 5.88
C -3.53 2.64 -4.51
C 1.00 3.83 -2.94
C 1.99 -5.47 1.19
C -0.66 -1.27 -1.53
C 4.55 6.05 -2.41
C -2.64 3.66 1.49
C -1.97 -1.13 -0.69
C 2.09 3.16 6.05
C 6.08 1.16 3.58
C -6.52 -0.83 1.88
C -4.50 -5.83 0.11
C -5.02 -4.77 1.08
C 4.82 5.91 -3.92
C 4.63 5.46 1.31
C -0.10 2.88 -3.15
C 0.12 6.49 -0.32
C -2.75 -4.50 -3.04
C 0.39 7.65 0.58
C 3.13 2.27 5.35
C 4.82 2.12 -3.35
C -5.01 -1.05 2.33
C 3.90 1.76 -2.15
C -8.52 -3.08 -0.35
C 4.49 4.12 0.58
C 2.38 -2.83 4.22
C -3.97 3.99 -5.07
C -7.29 -3.17 -1.41
C 1.16 0.72 2.00
C 4.22 -2.06 7.63
C 5.12 -3.29 -3.13
B -0.24 0.03 0.27
H -3.30 2.48 3.24
H 5.18 1.27 2.98
H 3.14 -3.48 4.65
H 5.41 -2.46 0.52
H -3.60 -1.36 4.71
H -7.71 1.12 -1.68
H 6.71 0.69 2.82
H -2.75 2.76 -3.75
H -4.41 -1.87 -4.33
H 3.13 -3.09 8.78
H 3.34 2.67 -1.95
H 1.22 4.04 -1.90
H 2.56 -6.25 1.70
H 3.24 -2.24 -4.16
H -1.11 -2.22 -8.08
H 1.82 8.22 1.72
H -3.49 -3.70 -3.05
H -6.94 -0.27 2.71
H 2.91 1.20 5.29
H 5.66 -2.37 -3.34
H -6.51 -0.28 0.94
H -3.93 -1.98 -5.76
H 5.83 0.45 -3.19
H 0.39 5.61 0.25
H -4.84 -5.63 -0.90
H -1.73 -5.82 1.60
H 5.17 2.29 5.30
H 2.84 -1.85 4.38
H 4.27 1.38 -1.20
H 5.25 -4.99 -1.92
H -2.49 1.02 5.01
H -9.97 -1.98 -0.58
H -3.60 0.38 6.27
H 4.16 -2.58 -1.70
H -7.41 -2.79 -2.43
H 3.46 -2.14 1.41
H 3.24 6.72 0.86
H 0.78 4.69 -3.57
H 0.42 3.37 -4.94
H -4.30 -3.95 1.10
H -8.24 -2.15 0.14
H -2.39 3.50 0.44
H 2.15 -4.65 -2.86
H 4.17 5.16 -1.91
H -1.13 -3.24 -4.17
H 2.57 4.12 6.24
H -3.21 -5.41 -2.65
H -7.05 -4.22 -1.56
H 0.26 -2.26 4.44
H -1.02 3.29 -2.75
H 5.53 5.11 -4.15
H -4.58 4.52 -4.34
H -0.73 4.08 1.81
H 1.48 -1.91 6.07
H 4.63 3.33 1.32
H 4.34 -2.95 7.02
H 5.35 6.81 -4.23
H 1.19 3.12 5.43
H -4.15 2.15 1.74
H -4.57 -0.76 -2.30
H -0.97 -1.09 6.02
H 4.00 5.88 -4.63
H -4.30 -1.53 1.66
H -2.57 -1.47 6.70
H -4.88 -2.91 3.05
H 2.68 -4.82 0.65
H 0.21 1.93 -2.71
H 7.25 2.68 3.47
H -8.68 -3.99 0.23
H 5.88 0.47 4.39
H 4.89 -3.76 -4.08
H -1.98 0.97 6.68
H 0.20 -5.75 0.61
H 5.64 5.64 1.68
H 1.39 -5.65 -2.00
H 3.51 4.03 0.09
H 3.95 5.43 2.17
H 6.29 -3.74 -1.39
H 3.03 -1.48 -0.25
H -4.47 3.79 -6.02
H -2.40 -2.37 2.87
H -1.89 -4.40 -2.37
H 5.45 6.75 -0.89
H 3.77 -0.47 1.07
H 1.49 -4.88 1.95
H -1.54 0.70 -6.74
H 1.15 -1.30 -5.05
H -8.40 -0.21 -1.91
H -4.71 -6.12 2.47
H -4.51 -0.12 2.61
H -1.55 -4.32 1.65
H -6.36 -2.80 -0.97
H -0.96 6.40 -0.34
H 5.26 3.91 -0.16
H 0.71 -4.04 4.61
H -4.27 0.99 -3.87
H -4.83 -6.82 0.43
H -5.96 -0.24 -2.59
H 3.13 1.04 -2.42
H 2.20 0.15 -5.31
H 2.45 -3.12 3.17
H 5.59 2.78 -2.96
H 3.85 6.89 -2.33
H -6.97 -1.82 1.87
H 1.93 3.35 -3.25
H -3.47 4.36 1.46
H -3.41 -5.90 0.17
H 5.10 -1.41 7.68
H -0.21 -1.70 -6.98
H -3.05 2.16 -5.37
H 1.85 2.75 7.03
H 0.50 6.55 -1.34
H -2.85 -5.13 -5.09
H -1.40 -5.68 -4.31
H -0.64 1.00 -5.57
H 3.15 2.69 4.35
H -0.09 8.45 0.01
H -3.07 4.59 -5.13
H -2.48 1.67 1.85
H 3.50 -1.47 7.07
H -0.05 7.50 1.56
H 4.26 2.70 -4.08
H 2.07 -0.48 -3.68
H -1.39 -2.05 1.79
H 6.67 -4.65 -2.94
H -5.92 -4.38 0.61

82
Properties=species:S:1:pos:R:3 method="wB97M-V/def2-TZVPD" e_homo_ev=-10.49 charge=+1 multiplicity=1 total_energy_ha=-16244.77612 largest_force_ev_per_a=0.3
Os -0.33 -1.95 -0.39
Br -3.26 -5.52 1.81
Br -7.46 -1.91 0.71
Br -2.26 0.46 4.42
Br -0.69 -2.82 -2.82
Ge 0.96 2.11 -0.69
S 0.35 0.11 -1.43
F -3.53 3.25 1.71
F 4.04 2.61 -1.23
F -0.06 2.45 -3.56
F -0.01 4.91 -2.07
F 1.24 2.96 -5.86
F -4.02 5.50 0.26
F -1.28 1.84 1.27
F 2.81 1.43 4.28
F 5.32 3.11 -3.53
F 3.93 3.30 -5.85
F 1.42 0.60 2.16
F 4.10 3.82 4.23
F -2.24 6.31 -1.62
F 3.97 5.38 2.01
F 2.57 4.55 -0.13
O 2.27 -2.36 -1.78
O 2.51 -1.27 0.15
O -1.60 -3.29 0.53
N -2.36 -0.99 -0.48
N 0.38 -3.94 -0.66
N -0.04 -1.55 1.64
C 1.92 2.90 -4.71
C -2.01 5.20 -0.93
C 3.36 4.20 2.03
C -3.34 -1.79 0.05
C 0.91 -2.14 2.37
C 0.98 -2.00 3.74
C 3.88 -1.02 -0.21
C -0.94 -0.62 3.64
C -5.19 -3.52 1.15
C -4.70 -1.42 0.06
C 0.94 -6.45 -1.60
C -2.89 -3.02 0.57
C 0.05 -1.22 4.40
C -2.72 0.16 -1.03
C 4.00 2.97 -3.53
C 3.42 3.41 3.17
C -0.96 -0.81 2.27
C -2.68 3.64 0.77
C 1.78 -1.88 -0.79
C -0.61 3.27 -0.47
C 1.94 2.58 -2.31
C -5.04 -0.18 -0.51
C -3.83 -3.87 1.11
C -0.87 4.45 -1.16
C 1.15 -6.13 -0.27
C 3.32 2.72 -2.35
C -2.92 4.79 0.03
C 0.85 -4.86 0.18
C -4.05 0.59 -1.06
C 2.00 2.52 0.92
C -1.53 2.93 0.51
C 2.64 3.75 0.94
C 0.14 -4.27 -1.92
C 2.07 1.77 2.07
C 1.27 2.65 -3.52
C 2.77 2.19 3.19
C -5.62 -2.33 0.64
C 3.29 3.06 -4.71
C 0.40 -5.50 -2.46
H -4.28 1.54 -1.53
H 4.41 -1.95 -0.38
H -1.93 0.75 -1.46
H 1.65 -2.71 1.83
H 0.08 -1.09 5.47
H -6.07 0.14 -0.53
H 4.31 -0.47 0.63
H 3.91 -0.41 -1.12
H 0.96 -4.56 1.21
H 1.77 -2.50 4.28
H -1.72 -0.34 1.67
H 0.19 -5.71 -3.50
H -5.90 -4.21 1.59
H 1.17 -7.44 -1.97
H 1.54 -6.86 0.43

87
Properties=species:S:1:pos:R:3 method="wB97M-V/def2-TZVPD" e_homo_ev=-7.93 multiplicity=1 total_energy_ha=-5298.02473 e_above_lowest_ev=1.584 largest_force_ev_per_a=2.5
Ti -2.33 -0.87 -0.05
S -2.75 4.13 1.20
S -4.73 -1.70 0.39
S -0.52 1.63 -3.67
S -0.03 2.02 -0.79
F -6.61 -1.97 2.72
F -2.28 -3.03 1.24
F -1.80 -4.33 3.59
F -6.14 -3.27 5.03
F -3.74 -4.45 5.49
O -2.57 -2.11 -1.36
O -3.32 0.63 0.14
O 9.86 2.30 0.33
O -1.45 -0.55 1.50
O -1.38 4.56 1.07
O -3.77 5.13 1.11
O -3.86 -4.29 -2.18
N 4.51 0.88 0.11
N 3.93 0.72 1.19
N -2.12 -0.50 -2.90
N -3.03 2.90 0.12
N -1.64 0.15 -1.78
N -0.13 -1.54 -0.46
C -3.17 -2.50 -3.67
C -3.48 0.84 3.15
C 8.56 1.97 0.22
C -0.14 -0.31 1.52
C -3.97 -3.82 4.34
C -2.86 3.45 4.00
C -3.19 1.78 0.74
C 7.86 1.91 -0.98
C 7.90 1.67 1.42
C 0.46 -1.99 -1.55
C -4.26 -4.51 -4.47
C -3.75 -3.76 -3.41
C 1.78 -1.66 -1.87
C -0.87 1.15 -2.03
C -4.46 -2.49 1.90
C 5.86 1.24 0.21
C -3.23 1.85 2.23
C 0.52 0.41 2.48
C 10.57 2.62 -0.85
C -2.94 3.13 2.67
C 2.60 0.35 1.19
C -2.98 -3.75 3.37
C 0.40 3.12 -3.19
C 6.52 1.54 -0.98
C -4.18 -4.03 -5.76
C 1.88 0.69 2.33
C -2.61 -1.67 -2.60
C -3.12 -2.03 -4.99
C 0.59 -0.78 0.39
C 1.16 2.80 -1.92
C -3.25 -3.10 2.19
C -5.43 -2.56 2.91
C -5.20 -3.22 4.10
C 6.57 1.31 1.41
C -3.61 -2.79 -6.03
C -3.07 2.43 4.92
C 2.52 -0.88 -1.01
C -3.39 1.15 4.50
C 1.94 -0.43 0.18
H 3.54 -0.60 -1.25
H -3.58 0.37 5.23
H -0.12 -2.64 -2.19
H 1.98 2.11 -2.10
H 10.60 1.77 -1.54
H 11.58 2.86 -0.53
H -2.99 2.64 5.98
H 2.40 1.25 3.09
H 1.08 3.37 -4.00
H 10.14 3.49 -1.35
H 8.35 2.14 -1.92
H -2.67 -1.07 -5.15
H -0.32 3.93 -3.03
H -3.53 -3.66 -1.52
H 1.52 3.70 -1.41
H 2.21 -2.03 -2.80
H 6.06 1.07 2.33
H -4.57 -4.63 -6.57
H -2.64 4.46 4.32
H -3.75 -0.15 2.82
H 5.97 1.49 -1.91
H 8.46 1.72 2.34
H -3.56 -2.42 -7.05
H -4.70 -5.47 -4.25
H -0.03 0.75 3.35

78
Properties=species:S:1:pos:R:3 method="wB97M-V/def2-TZVPD" e_homo_ev="-18.31 / -18.31" charge=+4 multiplicity=1 total_energy_ha=-7136.55050 e_above_lowest_ev=3.068 largest_force_ev_per_a=5.3
W 0.34 0.28 0.26
Se 5.41 -5.58 0.05
As -0.11 2.70 -0.11
S 0.25 0.17 -2.20
O 2.29 0.87 2.82
O -0.11 -0.30 1.88
N -1.76 0.29 0.01
N 5.54 -3.84 0.03
N 0.38 -1.91 -0.04
N -2.29 0.45 -1.24
N 3.67 -5.49 0.04
N 2.39 -0.12 -0.13
N -2.03 0.56 -3.50
C 4.73 0.42 -0.27
C 2.38 5.74 -2.76
C 3.27 -4.23 0.03
C 1.66 4.71 0.83
C -1.82 3.80 -0.23
C 1.61 1.26 1.99
C 1.42 4.18 3.58
C -1.06 -0.11 2.84
C -2.30 0.44 2.39
C 2.37 5.47 1.77
C 1.70 4.83 -0.63
C 3.39 0.78 -0.28
C 1.91 -3.80 0.01
C -1.78 -0.07 5.12
C -2.58 3.76 -1.40
C 0.72 3.39 2.67
C -2.96 0.56 4.72
C 2.73 -1.45 -0.04
C 2.23 5.21 3.13
C 1.65 -2.41 0.00
C -3.72 4.53 -1.51
C 1.62 4.79 -3.43
C -0.82 -0.40 4.17
C 0.81 -4.68 0.00
C -3.35 5.41 0.69
C 5.09 -0.91 -0.12
C -3.23 0.79 3.39
C 2.42 5.77 -1.37
C 4.35 -3.28 0.02
C -1.53 0.39 -2.29
C 4.08 -1.88 -0.03
C 0.89 3.85 -2.72
C -2.20 4.64 0.83
C 0.94 3.86 -1.33
C -4.11 5.35 -0.46
C -2.62 0.53 1.00
C -0.64 -2.78 -0.06
C -0.47 -4.16 -0.04
C 0.82 3.68 1.30
H -4.16 1.27 3.10
H 3.09 1.82 -0.43
H -1.61 4.70 1.73
H -0.04 2.69 3.03
H 3.00 6.53 -0.87
H 1.30 4.03 4.65
H 2.94 6.47 -3.32
H 6.12 -1.22 -0.10
H -1.64 -2.36 -0.11
H -3.65 6.07 1.50
H -1.43 0.49 -4.32
H -1.33 -4.81 -0.06
H -3.68 0.86 5.48
H 1.60 4.78 -4.50
H 3.02 6.27 1.44
H -1.60 -0.29 6.16
H -3.03 0.61 -3.64
H 0.30 3.10 -3.23
H -4.32 4.49 -2.41
H -3.64 0.77 0.71
H 1.00 -5.75 0.02
H -5.00 5.96 -0.56
H 2.74 5.84 3.84
H 0.12 -0.85 4.45
H -2.26 3.14 -2.24
H 5.48 1.19 -0.37